[1]
Formula: C21H34FI2N3O2
Source: the Open Molecules 2025 dataset
Level of theory: ωB97M-V with the def2-TZVPD basis set

The HOMO energy is -8.790 eV. The calculation puts the LUMO energy at 0.09 eV. As for the molar mass: 633.33 Da. The calculated total energy is -1830.546219 Eh. As for the SMILES: CCCCN[C@H](CN(CCF)c1ccccc1)OC/C(I)=C(/C)I.CNC(C)=O. The charge is 0.

The geometry in XYZ format:
```
63
Properties=species:S:1:pos:R:3:lowdin_charge:R:1
C -0.32 4.09 3.44 -0.113
C 0.12 4.35 2.00 -0.261
C -1.02 4.14 0.99 -0.199
C -0.56 3.88 -0.45 -0.203
N -1.32 2.82 -1.13 0.008
C -1.22 1.50 -0.52 -0.355
C -1.19 0.42 -1.61 -0.106
N 0.17 -0.07 -1.87 -0.096
C 0.52 -1.23 -1.05 -0.162
C 0.82 -0.87 0.39 -0.168
F 1.30 -2.03 1.03 -0.068
C 0.35 -0.36 -3.27 -0.269
C -0.23 -1.46 -3.89 -0.026
C -0.04 -1.68 -5.24 -0.079
C 0.73 -0.80 -5.99 -0.094
C 1.31 0.30 -5.38 -0.082
C 1.12 0.51 -4.02 -0.019
O -2.26 1.24 0.41 -0.146
C -3.57 1.52 -0.06 -0.346
C -4.52 0.58 0.62 -0.728
I -4.95 -1.12 -0.54 0.930
C -5.02 0.69 1.85 -0.810
C -5.91 -0.26 2.58 -0.204
I -4.49 2.36 3.00 0.944
H -1.35 4.42 3.59 0.061
H 0.31 4.61 4.16 0.066
H -0.30 3.02 3.67 0.072
H 0.94 3.68 1.74 0.099
H 0.49 5.37 1.93 0.105
H -1.63 3.31 1.33 0.074
H -1.65 5.03 1.00 0.116
H 0.52 3.65 -0.45 0.112
H -0.68 4.78 -1.04 0.114
H -0.95 2.74 -2.07 0.105
H -0.31 1.45 0.08 0.138
H -1.87 -0.39 -1.33 0.100
H -1.58 0.86 -2.53 0.131
H 1.42 -1.69 -1.47 0.134
H -0.27 -2.00 -1.05 0.124
H 1.60 -0.11 0.46 0.125
H -0.06 -0.55 0.94 0.113
H -0.84 -2.16 -3.32 0.116
H -0.49 -2.54 -5.72 0.104
H 0.88 -0.97 -7.05 0.101
H 1.92 0.99 -5.95 0.103
H 1.58 1.35 -3.51 0.112
H -3.63 1.38 -1.14 0.089
H -3.85 2.56 0.14 0.089
H -6.38 -0.96 1.89 0.016
H -6.69 0.29 3.11 0.061
H -5.35 -0.82 3.33 0.085
C 5.03 -5.80 3.35 -0.084
N 5.82 -4.80 2.67 0.001
C 5.41 -3.86 1.78 -0.552
C 3.94 -3.84 1.43 -0.018
O 6.20 -3.07 1.29 0.032
H 5.08 -5.68 4.43 0.081
H 5.38 -6.81 3.10 0.081
H 3.99 -5.73 3.04 0.069
H 6.81 -4.76 2.87 0.137
H 3.77 -3.04 0.72 0.071
H 3.63 -4.79 0.98 0.086
H 3.32 -3.66 2.31 0.082
```

***

[2]
Formula: C4H6N4
Source: the Open Molecules 2025 dataset
Level of theory: ωB97M-V with the def2-TZVPD basis set

The HOMO energy is -8.032 eV. The relative energy (zero: lowest compared OMol25 entry of this formula, charge and spin) is 7.488 eV. The calculation puts the LUMO energy at 0.76 eV. As for the molar mass: 110.12 Da. The calculated total energy is -374.786191 Eh. As for the SMILES: Cn1[nH][nH]nc2cc1-2. The charge is 0.

The geometry in XYZ format:
```
14
Properties=species:S:1:pos:R:3:lowdin_charge:R:1
C -2.00 0.17 0.36 -0.057
N -0.61 -0.07 0.15 -0.168
N -0.05 -1.25 -0.36 -0.031
N 1.20 -1.56 0.26 -0.058
N 2.33 -0.60 -0.05 0.034
C 1.85 0.57 -0.08 -0.259
C 1.30 1.89 -0.04 0.080
C 0.37 0.89 0.08 -0.093
H -2.38 1.14 0.07 0.077
H -2.44 -0.61 -0.32 0.097
H -2.41 0.02 1.43 0.103
H -0.01 -1.00 -1.29 0.098
H 1.34 -2.53 0.08 0.092
H 1.49 2.94 -0.27 0.085
```

***

[3]
Formula: C3H7NO3S
Source: the Open Molecules 2025 dataset
Level of theory: ωB97M-V with the def2-TZVPD basis set

The HOMO energy is -9.044 eV. The relative energy (zero: lowest compared OMol25 entry of this formula, charge and spin) is 2.633 eV. The calculation puts the LUMO energy at -1.04 eV. As for the molar mass: 137.16 Da. The calculated total energy is -797.068572 Eh. The charge is 0.

The geometry in XYZ format:
```
15
Properties=species:S:1:pos:R:3:lowdin_charge:R:1
C 0.36 1.17 -1.17 -0.125
C 1.61 0.48 -1.58 -0.138
C 0.79 -0.93 0.20 -0.299
N 0.51 -0.24 -1.05 -0.133
O -0.38 -1.02 0.90 -0.075
O -2.71 1.15 2.95 -0.437
O -3.31 -0.79 1.46 -0.439
S -2.76 -0.30 2.71 0.898
H 0.47 1.69 -0.31 0.059
H -0.47 1.51 -1.93 0.150
H 1.62 0.43 -2.65 0.103
H 2.42 0.58 -1.01 0.060
H 1.39 -1.74 -0.12 0.118
H 1.41 -0.22 0.91 0.160
H -0.96 -1.76 0.67 0.098
```

***

[4]
Formula: C4H14N2O
Source: the Open Molecules 2025 dataset
Level of theory: ωB97M-V with the def2-TZVPD basis set

The HOMO energy (alpha / beta) is 1.284 / -5.886 eV. The relative energy (zero: lowest compared OMol25 entry of this formula, charge and spin) is 1.367 eV. The calculation puts the LUMO energy (alpha / beta) at 3.39 / 3.33 eV. As for the molar mass: 106.17 Da. The calculated total energy is -345.451584 Eh. The charge is -1. The spin multiplicity is 2.

The geometry in XYZ format:
```
21
Properties=species:S:1:pos:R:3:lowdin_charge:R:1
N -0.20 2.27 -0.86 -0.027
C 0.31 0.89 -0.78 -0.368
C 0.24 0.28 0.62 -0.288
N -1.00 -0.47 1.02 -0.244
C -2.20 0.17 0.43 -0.191
C -1.19 -0.31 2.51 -0.141
H -1.12 2.30 -1.29 0.041
H -0.19 2.73 0.03 0.039
H 1.36 0.90 -1.04 0.057
H -0.20 0.17 -1.44 0.087
H 0.35 1.06 1.39 0.093
H 1.00 -0.51 0.71 0.071
H -3.14 -0.05 0.97 0.064
H -2.18 1.26 0.49 0.060
H -2.32 -0.20 -0.59 0.067
H -0.47 -1.01 2.95 0.067
H -2.18 -0.75 2.67 0.062
H -1.06 0.72 2.85 0.067
H 4.24 -2.50 -3.55 -0.087
H 5.08 -3.82 -3.21 -0.038
O 4.88 -3.15 -3.87 -0.393
```

***

[5]
Formula: C4H10
Source: the Open Molecules 2025 dataset
Level of theory: ωB97M-V with the def2-TZVPD basis set

The HOMO energy is -10.361 eV. The relative energy (zero: lowest compared OMol25 entry of this formula, charge and spin) is 2.742 eV. The calculation puts the LUMO energy at 1.22 eV. As for the molar mass: 58.12 Da. The calculated total energy is -158.302101 Eh. As for the SMILES: CCCC. The charge is 0.

The geometry in XYZ format:
```
14
Properties=species:S:1:pos:R:3:lowdin_charge:R:1
C 0.56 1.44 -0.45 -0.162
C 0.92 0.03 -0.38 -0.329
C 0.04 -0.91 0.44 -0.262
C -1.44 -0.69 0.36 -0.098
H 0.75 1.77 0.58 0.066
H -0.51 1.59 -0.82 0.088
H 1.29 2.21 -1.09 0.129
H 2.07 -0.26 -0.09 0.157
H 0.89 -0.37 -1.38 0.085
H 0.21 -1.90 0.60 0.070
H 0.23 -0.64 1.46 0.099
H -1.85 -1.28 0.90 -0.047
H -1.97 -0.75 -0.58 0.080
H -1.66 0.47 0.56 0.122
```

***

[6]
Formula: C41H34BrN5O5SnTe
Source: the Open Molecules 2025 dataset
Level of theory: ωB97M-V with the def2-TZVPD basis set

The HOMO energy (alpha / beta) is -10.370 / -11.227 eV. The relative energy (zero: lowest compared OMol25 entry of this formula, charge and spin) is 0.222 eV. The calculation puts the LUMO energy (alpha / beta) at -2.73 / -4.41 eV. As for the molar mass: 1002.97 Da. The calculated total energy is -5288.951124 Eh. The charge is +1. The spin multiplicity is 2.

The geometry in XYZ format:
```
88
Properties=species:S:1:pos:R:3:lowdin_charge:R:1
Sn 0.56 -0.34 0.17 1.390
O 0.42 2.83 3.19 0.120
C 0.71 1.95 2.41 -0.542
N 0.05 1.59 1.27 -0.001
C -1.07 2.30 0.90 -0.443
O -1.64 3.16 1.54 0.132
C -1.54 1.98 -0.49 -0.184
C -2.38 2.87 -1.14 0.030
C -2.74 2.63 -2.45 -0.015
C -2.24 1.49 -3.07 -0.015
C -1.42 0.64 -2.35 -0.115
N -1.09 0.87 -1.08 0.038
C 1.98 1.17 2.65 -0.287
C 2.73 1.42 3.79 0.020
C 3.93 0.74 3.97 -0.017
C 4.32 -0.18 3.01 -0.025
C 3.50 -0.40 1.92 -0.121
N 2.37 0.28 1.75 -0.012
H -2.73 3.74 -0.60 0.129
H -3.39 3.31 -2.98 0.121
H -2.49 1.26 -4.10 0.120
H -1.01 -0.25 -2.80 0.081
H 2.37 2.15 4.51 0.132
H 4.53 0.92 4.85 0.120
H 5.25 -0.73 3.11 0.116
H 3.75 -1.12 1.15 0.121
Br -0.39 -0.77 3.45 0.957
C -1.51 -1.77 2.30 -0.680
C -2.62 -2.43 2.78 -0.068
C -3.40 -3.13 1.86 -0.009
C -3.03 -3.16 0.53 0.034
C -1.89 -2.47 0.15 -0.157
N -1.16 -1.78 1.03 -0.036
C -1.41 -2.48 -1.31 -0.613
O -2.10 -3.01 -2.16 0.091
O -0.29 -1.89 -1.47 -0.305
H -2.86 -2.40 3.83 0.114
H -4.29 -3.64 2.20 0.124
H -3.59 -3.70 -0.22 0.130
C 4.37 1.21 -8.64 -0.038
C 3.72 0.72 -7.38 -0.248
C 3.14 1.59 -6.47 0.005
C 2.52 1.14 -5.31 -0.278
C 1.81 2.12 -4.43 -0.044
C 2.56 -0.23 -5.03 -0.318
Te 1.84 -1.12 -3.23 1.937
N 1.73 0.24 -1.72 -0.294
C 2.91 0.93 -1.74 -0.616
O 3.77 0.66 -2.57 -0.015
C 3.06 2.01 -0.74 -0.176
C 2.04 2.94 -0.56 -0.040
C 2.15 3.91 0.42 -0.061
C 3.27 3.95 1.23 -0.060
C 4.31 3.04 1.04 -0.066
C 4.21 2.08 0.05 -0.031
C 3.64 -2.15 -2.69 -0.331
C 4.84 -1.76 -3.28 -0.125
C 6.01 -2.43 -2.98 -0.057
C 5.99 -3.48 -2.08 -0.059
C 4.80 -3.86 -1.48 -0.041
C 3.60 -3.21 -1.78 -0.298
C 2.33 -3.69 -1.13 -0.059
C 3.03 -1.15 -5.98 -0.306
C 2.90 -2.64 -5.82 -0.062
C 3.63 -0.65 -7.13 -0.003
H 4.40 2.29 -8.67 0.079
H 3.82 0.85 -9.51 0.089
H 5.39 0.82 -8.72 0.087
H 3.15 2.66 -6.67 0.128
H 1.18 2.77 -5.04 0.095
H 2.53 2.75 -3.90 0.097
H 1.18 1.62 -3.69 0.036
H 1.19 2.92 -1.23 0.114
H 1.35 4.63 0.56 0.121
H 3.34 4.70 2.02 0.118
H 5.20 3.10 1.65 0.113
H 5.01 1.37 -0.12 0.126
H 4.85 -0.92 -3.97 0.104
H 6.94 -2.13 -3.45 0.114
H 6.90 -4.02 -1.85 0.112
H 4.78 -4.68 -0.78 0.116
H 2.45 -4.71 -0.76 0.090
H 1.50 -3.67 -1.83 0.057
H 2.07 -3.06 -0.28 0.059
H 2.00 -2.90 -5.25 0.051
H 3.77 -3.06 -5.30 0.081
H 2.84 -3.12 -6.79 0.092
H 4.03 -1.35 -7.85 0.130
```

***

Copy entry 5 word for word.
Formula: C4H10
Source: the Open Molecules 2025 dataset
Level of theory: ωB97M-V with the def2-TZVPD basis set

The HOMO energy is -10.361 eV. The relative energy (zero: lowest compared OMol25 entry of this formula, charge and spin) is 2.742 eV. The calculation puts the LUMO energy at 1.22 eV. As for the molar mass: 58.12 Da. The calculated total energy is -158.302101 Eh. As for the SMILES: CCCC. The charge is 0.

The geometry in XYZ format:
```
14
Properties=species:S:1:pos:R:3:lowdin_charge:R:1
C 0.56 1.44 -0.45 -0.162
C 0.92 0.03 -0.38 -0.329
C 0.04 -0.91 0.44 -0.262
C -1.44 -0.69 0.36 -0.098
H 0.75 1.77 0.58 0.066
H -0.51 1.59 -0.82 0.088
H 1.29 2.21 -1.09 0.129
H 2.07 -0.26 -0.09 0.157
H 0.89 -0.37 -1.38 0.085
H 0.21 -1.90 0.60 0.070
H 0.23 -0.64 1.46 0.099
H -1.85 -1.28 0.90 -0.047
H -1.97 -0.75 -0.58 0.080
H -1.66 0.47 0.56 0.122
```

***

- Which of these has the lowest molar mass?
  C4H10

***

- The highest calculated total energy belongs to which entry?
  C4H10